## 1
{"formula": "C32H88N8O8", "method": "the ωB97M-V functional and the def2-TZVPD basis", "symbols": ["C", "C", "C", "O", "C", "N", "H", "H", "H", "H", "H", "H", "H", "H", "H", "H", "H", "C", "C", "C", "O", "C", "N", "H", "H", "H", "H", "H", "H", "H", "H", "H", "H", "H", "C", "C", "C", "O", "C", "N", "H", "H", "H", "H", "H", "H", "H", "H", "H", "H", "H", "C", "C", "C", "O", "C", "N", "H", "H", "H", "H", "H", "H", "H", "H", "H", "H", "H", "C", "C", "C", "O", "C", "N", "H", "H", "H", "H", "H", "H", "H", "H", "H", "H", "H", "C", "C", "C", "O", "C", "N", "H", "H", "H", "H", "H", "H", "H", "H", "H", "H", "H", "C", "C", "C", "O", "C", "N", "H", "H", "H", "H", "H", "H", "H", "H", "H", "H", "H", "C", "C", "C", "O", "C", "N", "H", "H", "H", "H", "H", "H", "H", "H", "H", "H", "H"], "positions_angstrom": [[-13.51593, -15.77437, -8.90294], [-13.56327, -15.39558, -10.43346], [-14.95118, -14.99175, -10.97300], [-15.34717, -13.76020, -10.43275], [-15.52771, -12.70109, -11.38903], [-12.59523, -14.41151, -10.78909], [-14.05552, -14.96675, -8.40827], [-12.56838, -15.87847, -8.37434], [-14.06983, -16.67381, -8.63406], [-13.31473, -16.30767, -10.97608], [-15.72060, -15.67115, -10.60625], [-14.98334, -15.04713, -12.06111], [-15.75878, -11.77762, -10.85808], [-16.33733, -12.84066, -12.10537], [-14.51974, -12.55708, -11.77807], [-13.07954, -13.71184, -11.33315], [-12.37350, -14.11499, -9.84940], [-11.17801, -19.06311, -20.53697], [-12.41930, -18.56525, -19.76984], [-12.29264, -17.08345, -19.33572], [-13.30069, -16.51614, -18.57375], [-13.44050, -17.06004, -17.28933], [-13.58868, -18.86146, -20.52235], [-10.30769, -18.64922, -20.02769], [-11.12757, -18.78709, -21.59023], [-11.10881, -20.14999, -20.49236], [-12.62540, -19.13567, -18.86416], [-12.12560, -16.52327, -20.25572], [-11.42388, -16.93828, -18.69363], [-12.51170, -17.02972, -16.71968], [-13.60783, -18.13704, -17.27662], [-14.30196, -16.59287, -16.81210], [-13.56658, -18.29893, -21.36090], [-14.41862, -18.48772, -20.08460], [-28.32960, -11.56918, -19.14839], [-28.45299, -12.68426, -18.07249], [-27.58940, -12.45809, -16.76547], [-26.22173, -12.61885, -17.07899], [-25.43490, -12.66596, -15.92754], [-29.90546, -12.68094, -17.74753], [-27.28070, -11.28563, -19.23505], [-29.06677, -10.76903, -19.21506], [-28.59743, -12.07805, -20.07436], [-28.06430, -13.64919, -18.39794], [-28.08658, -13.09866, -16.03707], [-27.71674, -11.40877, -16.49936], [-25.57605, -11.83007, -15.24238], [-24.37824, -12.77921, -16.16993], [-25.70554, -13.57014, -15.38227], [-30.34859, -11.93131, -17.23588], [-30.09050, -13.54053, -17.25057], [-20.77461, -11.19485, -9.48836], [-20.12117, -11.15711, -10.90935], [-20.72116, -10.16168, -11.92995], [-20.12374, -10.34465, -13.18607], [-20.82046, -9.61494, -14.14524], [-18.78247, -10.76033, -10.56996], [-20.74728, -10.17375, -9.10794], [-20.36386, -11.87489, -8.74209], [-21.78244, -11.53420, -9.72759], [-20.08547, -12.10301, -11.44981], [-20.61820, -9.14932, -11.53929], [-21.79349, -10.23232, -12.11221], [-20.81216, -8.52502, -14.13551], [-21.76817, -10.08319, -14.41114], [-20.30271, -9.92185, -15.05400], [-18.71391, -9.81429, -10.22297], [-18.29091, -10.74579, -11.45214], [-19.14065, -17.76710, -21.41436], [-19.21097, -17.20967, -20.05167], [-18.19235, -16.05554, -19.76873], [-16.92792, -16.49497, -20.21863], [-15.96966, -15.45751, -20.03734], [-20.57222, -16.74334, -19.89505], [-19.24854, -17.02292, -22.20344], [-19.90180, -18.52873, -21.58372], [-18.20484, -18.29515, -21.59746], [-19.00640, -18.06415, -19.40660], [-18.09970, -15.88729, -18.69579], [-18.42565, -15.12754, -20.29075], [-16.21453, -14.74734, -20.82715], [-14.97450, -15.82502, -20.28774], [-15.96307, -15.08654, -19.01243], [-21.32452, -17.35369, -20.18075], [-20.68103, -16.04002, -20.61170], [-21.02954, -14.64054, -16.26540], [-19.90424, -14.71519, -15.20015], [-18.51710, -15.08608, -15.78843], [-17.53629, -15.16359, -14.70903], [-16.15038, -15.14160, -15.05985], [-19.86301, -13.44019, -14.48049], [-20.92437, -13.79199, -16.94142], [-21.98128, -14.41112, -15.78617], [-21.02008, -15.53408, -16.88958], [-20.13532, -15.56703, -14.56056], [-18.12009, -14.40896, -16.54474], [-18.64154, -16.00971, -16.35370], [-15.72442, -16.12792, -15.24378], [-15.61942, -14.84573, -14.15506], [-16.14176, -14.48311, -15.92841], [-19.04402, -13.48225, -13.89093], [-19.65874, -12.88166, -15.29684], [-24.86876, -8.57239, -17.37791], [-23.49610, -8.62479, -18.05941], [-22.87641, -10.00429, -17.85552], [-21.70553, -9.99193, -18.48617], [-21.01019, -11.17017, -18.38551], [-23.56453, -8.35457, -19.46354], [-25.52092, -7.72588, -17.59284], [-24.72463, -8.60697, -16.29804], [-25.39523, -9.50573, -17.57743], [-22.86698, -7.88194, -17.56902], [-23.46561, -10.77305, -18.35547], [-22.63007, -10.16761, -16.80635], [-20.15403, -11.22308, -19.05803], [-21.68678, -12.02468, -18.39772], [-20.59303, -11.48096, -17.42766], [-22.61735, -8.43562, -19.80470], [-23.96320, -7.46336, -19.72217], [-19.29213, -20.07539, -12.38656], [-18.42380, -18.78942, -12.60618], [-17.08315, -19.03086, -13.54092], [-16.19050, -19.74467, -12.72047], [-14.81128, -19.88230, -13.24544], [-19.37701, -17.82450, -13.15871], [-18.63828, -20.89038, -12.07613], [-19.77006, -20.38174, -13.31705], [-20.05530, -19.95645, -11.61744], [-18.04676, -18.44786, -11.64219], [-16.54667, -18.12334, -13.81784], [-17.30485, -19.50029, -14.49935], [-14.42514, -20.64923, -12.57401], [-14.24236, -18.95308, -13.21405], [-14.79817, -20.18364, -14.29287], [-19.06035, -16.93693, -13.52209], [-19.84209, -18.34089, -13.89161]], "homo_lumo_gap_ha": 0.3459, "e_homo_ev": -8.95, "smiles": "COC[C@H](C)N.COC[C@H](C)N.COC[C@H](C)N.COC[C@H](C)N.COC[C@H](C)N.COC[C@H](C)N.COC[C@H](C)N.COC[C@H](C)N"}


## 2
{"formula": "C32H88N8O8", "method": "the ωB97M-V functional and the def2-TZVPD basis", "symbols": ["C", "C", "C", "O", "C", "N", "H", "H", "H", "H", "H", "H", "H", "H", "H", "H", "H", "C", "C", "C", "O", "C", "N", "H", "H", "H", "H", "H", "H", "H", "H", "H", "H", "H", "C", "C", "C", "O", "C", "N", "H", "H", "H", "H", "H", "H", "H", "H", "H", "H", "H", "C", "C", "C", "O", "C", "N", "H", "H", "H", "H", "H", "H", "H", "H", "H", "H", "H", "C", "C", "C", "O", "C", "N", "H", "H", "H", "H", "H", "H", "H", "H", "H", "H", "H", "C", "C", "C", "O", "C", "N", "H", "H", "H", "H", "H", "H", "H", "H", "H", "H", "H", "C", "C", "C", "O", "C", "N", "H", "H", "H", "H", "H", "H", "H", "H", "H", "H", "H", "C", "C", "C", "O", "C", "N", "H", "H", "H", "H", "H", "H", "H", "H", "H", "H", "H"], "positions_angstrom": [[2.80909, -4.62038, 2.71307], [1.33960, -4.04847, 2.78168], [0.39377, -4.46443, 1.63338], [0.86833, -3.71333, 0.52127], [0.09501, -4.05396, -0.63964], [0.87434, -4.63326, 3.97164], [2.78919, -5.69716, 2.88108], [3.48626, -4.14551, 3.42303], [3.31679, -4.44338, 1.76491], [1.31100, -2.96277, 2.87397], [-0.65041, -4.25166, 1.86252], [0.42423, -5.53896, 1.45298], [0.13626, -5.13736, -0.75200], [0.49534, -3.62107, -1.55639], [-0.92121, -3.67583, -0.52820], [0.04574, -4.19529, 4.34807], [1.51649, -4.24987, 4.65042], [-4.12972, -2.48403, 0.78330], [-4.82152, -2.04209, -0.52239], [-3.91304, -1.31888, -1.51295], [-2.62856, -1.94148, -1.68376], [-1.79843, -1.33715, -2.65606], [-5.30595, -3.24712, -1.17832], [-3.93984, -1.58704, 1.37276], [-3.17943, -2.97366, 0.57042], [-4.77584, -3.06373, 1.44253], [-5.70554, -1.43521, -0.32667], [-3.85062, -0.32730, -1.06467], [-4.42624, -1.26141, -2.47286], [-1.75311, -0.26347, -2.47367], [-2.21800, -1.32264, -3.66196], [-0.78604, -1.72374, -2.77323], [-4.45731, -3.67857, -1.51561], [-5.70643, -3.07386, -2.08920], [1.68507, 3.09056, 4.58803], [2.27672, 1.70840, 4.56398], [1.40811, 0.58088, 5.22143], [1.00281, 0.90809, 6.52019], [1.98352, 0.96911, 7.54525], [2.65647, 1.42191, 3.15872], [2.48636, 3.77916, 4.31998], [1.30526, 3.39927, 5.56196], [0.90538, 3.19753, 3.83387], [3.14047, 1.89383, 5.20245], [1.89479, -0.39371, 5.18413], [0.52842, 0.41694, 4.59903], [1.50527, 0.99120, 8.52448], [2.58264, 1.87789, 7.48803], [2.57721, 0.05659, 7.49086], [1.77583, 1.25116, 2.69457], [3.22971, 0.59037, 3.15465], [5.06385, -1.43523, 0.07721], [5.73892, -1.48056, -1.28706], [5.76332, -0.02165, -1.95734], [4.50701, 0.40926, -2.56924], [4.58371, 1.70807, -3.03242], [7.08291, -1.88472, -1.11050], [4.03907, -1.09035, -0.06062], [5.52603, -0.80223, 0.83471], [4.99691, -2.46684, 0.42278], [5.22535, -2.17114, -1.95598], [6.54043, -0.02159, -2.72167], [6.09042, 0.68610, -1.19563], [4.58558, 2.32582, -2.13437], [3.64496, 1.88137, -3.55853], [5.43676, 1.77564, -3.70759], [7.06785, -2.83107, -0.75793], [7.46951, -1.92419, -2.04274], [-1.76679, 3.34833, -0.94221], [-0.61977, 4.37020, -1.31984], [0.03960, 4.78889, -0.02684], [-0.87908, 5.38332, 0.92403], [-1.44524, 6.64479, 0.51918], [0.17114, 3.65106, -2.20068], [-2.35679, 3.65492, -0.07850], [-1.33632, 2.37088, -0.72452], [-2.47230, 3.16690, -1.75304], [-0.94491, 5.23520, -1.89792], [0.80292, 5.54634, -0.20496], [0.62174, 3.99705, 0.44457], [-2.00821, 6.57007, -0.41120], [-0.71582, 7.44495, 0.39360], [-2.17453, 6.94022, 1.27347], [0.23798, 2.75070, -1.74793], [1.14291, 3.92495, -2.17326], [-4.51864, 0.02500, 5.39415], [-3.59015, -0.00845, 4.10961], [-4.24080, 0.78633, 2.89528], [-5.61228, 0.49070, 2.64693], [-6.17451, 1.26719, 1.55548], [-2.37086, 0.62490, 4.58699], [-4.15477, -0.75645, 6.06127], [-5.55617, -0.09676, 5.08301], [-4.48786, 0.98215, 5.91473], [-3.32137, -1.03339, 3.85395], [-3.67017, 0.50818, 2.00922], [-4.15296, 1.86770, 3.00026], [-7.25733, 1.14456, 1.53197], [-5.82992, 0.99456, 0.55797], [-6.03424, 2.32330, 1.78578], [-2.21213, 0.42578, 5.56436], [-2.52972, 1.61848, 4.49947], [-0.09050, -2.27153, -8.37493], [-0.65931, -0.78305, -8.33428], [0.45824, 0.20083, -7.88111], [0.68629, -0.07130, -6.50898], [1.50276, 0.88162, -5.83356], [-1.15080, -0.44422, -9.62708], [0.59220, -2.43149, -9.20946], [-0.80315, -3.08296, -8.52262], [0.44927, -2.54971, -7.46973], [-1.49377, -0.70008, -7.63795], [0.08500, 1.19574, -8.12389], [1.40327, 0.08888, -8.41261], [0.92408, 1.76689, -5.56989], [2.32991, 1.31957, -6.39223], [1.88389, 0.41169, -4.92691], [-1.68149, 0.41482, -9.60427], [-0.49169, -0.25199, -10.36783], [-1.26767, -0.70431, 1.15500], [0.10561, -0.17640, 1.58811], [1.07515, 0.00853, 0.37253], [0.47037, 0.67987, -0.72403], [1.41931, 0.81337, -1.80167], [-0.10494, 1.12341, 2.12768], [-1.80142, -0.08487, 0.43422], [-1.82342, -0.74886, 2.09162], [-1.26923, -1.72222, 0.76518], [0.54314, -0.82733, 2.34505], [1.34230, -0.95335, -0.06512], [1.99638, 0.48878, 0.70237], [0.76641, 1.02810, -2.64766], [2.05742, -0.05974, -1.93802], [1.99551, 1.72387, -1.63711], [-0.48979, 1.81012, 1.49489], [-0.78286, 1.09296, 2.87576]], "homo_lumo_gap_ha": 0.3370, "e_homo_ev": -8.54, "smiles": "COC[C@H](C)N.COC[C@H](C)N.COC[C@H](C)N.COC[C@H](C)N.COC[C@H](C)N.COC[C@H](C)N.COC[C@H](C)N.COC[C@H](C)N"}


## 3
{"formula": "C32H88N8O8", "method": "the ωB97M-V functional and the def2-TZVPD basis", "symbols": ["C", "C", "C", "O", "C", "N", "H", "H", "H", "H", "H", "H", "H", "H", "H", "H", "H", "C", "C", "C", "O", "C", "N", "H", "H", "H", "H", "H", "H", "H", "H", "H", "H", "H", "C", "C", "C", "O", "C", "N", "H", "H", "H", "H", "H", "H", "H", "H", "H", "H", "H", "C", "C", "C", "O", "C", "N", "H", "H", "H", "H", "H", "H", "H", "H", "H", "H", "H", "C", "C", "C", "O", "C", "N", "H", "H", "H", "H", "H", "H", "H", "H", "H", "H", "H", "C", "C", "C", "O", "C", "N", "H", "H", "H", "H", "H", "H", "H", "H", "H", "H", "H", "C", "C", "C", "O", "C", "N", "H", "H", "H", "H", "H", "H", "H", "H", "H", "H", "H", "C", "C", "C", "O", "C", "N", "H", "H", "H", "H", "H", "H", "H", "H", "H", "H", "H"], "positions_angstrom": [[3.84863, -6.19012, -5.27162], [4.40686, -7.49957, -5.90621], [5.94382, -7.57273, -5.88915], [6.58451, -6.36412, -6.36009], [6.31528, -6.09569, -7.71504], [3.86209, -8.62564, -5.20626], [4.02543, -5.23161, -5.75957], [4.36911, -6.13992, -4.31523], [2.84633, -6.35210, -4.87507], [4.05160, -7.62130, -6.92947], [6.28834, -8.47183, -6.40007], [6.33988, -7.75090, -4.88941], [7.24997, -5.85840, -8.22312], [5.81454, -5.12774, -7.69446], [5.72417, -6.85576, -8.22588], [4.49293, -9.41413, -5.22666], [3.08397, -8.91159, -5.78322], [-3.50881, -9.30488, 2.63100], [-3.82188, -10.03158, 3.98161], [-4.06274, -8.97670, 5.09919], [-5.27040, -8.33173, 4.71626], [-5.54008, -7.00855, 5.23437], [-5.03356, -10.85184, 3.80462], [-4.27105, -8.78368, 2.05183], [-3.21782, -10.13182, 1.98325], [-2.74371, -8.56249, 2.85808], [-2.93953, -10.65613, 4.12126], [-3.26458, -8.24398, 5.21819], [-4.34162, -9.55768, 5.97827], [-5.35346, -7.10268, 6.30415], [-6.59179, -6.78850, 5.05114], [-4.90083, -6.22172, 4.83396], [-5.79004, -10.21863, 3.58806], [-5.28333, -11.36008, 4.64093], [-1.20075, -2.33516, -0.96938], [-1.53967, -0.95202, -0.29086], [-1.08951, 0.32305, -1.08713], [-1.53826, 1.47409, -0.35558], [-1.43712, 2.81434, -1.02774], [-2.98582, -0.90046, -0.10067], [-1.06522, -2.30220, -2.05043], [-1.93465, -3.11300, -0.75856], [-0.21949, -2.76274, -0.76343], [-1.15472, -0.83072, 0.72167], [-1.46836, 0.24665, -2.10630], [-0.00300, 0.24245, -1.12009], [-2.02623, 3.48841, -0.40591], [-1.96003, 2.72379, -1.97983], [-0.43102, 3.23001, -1.08343], [-3.28016, -1.56199, 0.60349], [-3.05403, 0.08020, 0.13120], [-2.62787, -0.23980, 10.90617], [-3.51638, -0.55952, 9.73515], [-2.80110, -0.66148, 8.35309], [-1.89272, 0.35591, 8.08923], [-1.30561, 0.34854, 6.82140], [-4.20251, -1.77661, 10.09741], [-3.22129, -0.14347, 11.81539], [-2.18491, 0.72585, 10.66242], [-1.82034, -0.97137, 10.93465], [-4.08681, 0.35935, 9.59957], [-3.58212, -0.79747, 7.60503], [-2.20388, -1.57019, 8.27785], [-0.82781, -0.61460, 6.64205], [-0.65567, 1.21221, 6.68088], [-2.04374, 0.46427, 6.02775], [-5.07063, -1.80505, 9.58201], [-4.45599, -1.83622, 11.07327], [3.69833, 5.58348, 1.51150], [4.90598, 6.23928, 0.78394], [4.89741, 6.52731, -0.66674], [4.36066, 5.48563, -1.53020], [5.21214, 4.26959, -1.60754], [5.26295, 7.43871, 1.54632], [3.40131, 4.65855, 1.01715], [2.81289, 6.20216, 1.36545], [3.71617, 5.28937, 2.56091], [5.81511, 5.67528, 0.99248], [5.80117, 6.99094, -1.06220], [4.21915, 7.37195, -0.78769], [5.33804, 3.80069, -0.63163], [6.19012, 4.56474, -1.98773], [4.73277, 3.47352, -2.17727], [5.44192, 7.05195, 2.46201], [4.38379, 7.93570, 1.56011], [5.36284, -2.02246, 1.72291], [6.01488, -3.03715, 0.74456], [6.89170, -2.50992, -0.40555], [6.12940, -1.91614, -1.54317], [6.93365, -1.81968, -2.67428], [6.86678, -3.84274, 1.62199], [6.07288, -1.32358, 2.16511], [5.04020, -2.63043, 2.56812], [4.68750, -1.21910, 1.42859], [5.24897, -3.70609, 0.35213], [7.47008, -3.31880, -0.85196], [7.69649, -1.89651, -0.00042], [7.24136, -2.82922, -2.94679], [7.78325, -1.18182, -2.43048], [6.31696, -1.41394, -3.47626], [7.31636, -3.26394, 2.31694], [7.56653, -4.28895, 1.04635], [-8.20803, -0.13120, -3.24394], [-7.70760, -0.71574, -4.51074], [-7.32418, 0.48574, -5.50637], [-8.47973, 1.22607, -5.85542], [-9.26213, 0.61796, -6.77330], [-6.52741, -1.47274, -4.21722], [-8.03451, -0.74242, -2.35828], [-9.29691, -0.17368, -3.26888], [-7.89930, 0.89939, -3.06881], [-8.40738, -1.41369, -4.97040], [-6.82577, 0.16005, -6.41939], [-6.64250, 1.17925, -5.01398], [-9.83158, -0.18455, -6.30446], [-8.68745, 0.24146, -7.61952], [-9.90886, 1.40895, -7.15300], [-6.90833, -2.34421, -3.87733], [-5.94548, -1.13914, -3.46211], [-0.48966, 11.17866, -1.33031], [0.61231, 12.31933, -1.32783], [0.13698, 13.73044, -1.65393], [1.32794, 14.57485, -1.79452], [1.42620, 15.61092, -2.78923], [1.13609, 12.33888, 0.02518], [-0.30232, 10.31972, -0.68592], [-0.58708, 10.78169, -2.34077], [-1.48211, 11.58426, -1.13371], [1.46766, 12.07259, -1.95679], [-0.56954, 14.21777, -0.98203], [-0.30608, 13.65221, -2.64673], [0.52403, 15.77648, -3.37809], [2.18619, 15.27009, -3.49233], [1.62456, 16.59440, -2.36317], [0.34751, 12.36544, 0.65569], [1.58993, 13.23318, 0.14497]], "homo_lumo_gap_ha": 0.3413, "e_homo_ev": -8.88, "smiles": "COC[C@H](C)N.COC[C@H](C)N.COC[C@H](C)N.COC[C@H](C)N.COC[C@H](C)N.COC[C@H](C)N.COC[C@H](C)N.COC[C@H](C)N"}


## 4
{"formula": "C32H88N8O8", "method": "the ωB97M-V functional and the def2-TZVPD basis", "symbols": ["C", "C", "C", "O", "C", "N", "H", "H", "H", "H", "H", "H", "H", "H", "H", "H", "H", "C", "C", "C", "O", "C", "N", "H", "H", "H", "H", "H", "H", "H", "H", "H", "H", "H", "C", "C", "C", "O", "C", "N", "H", "H", "H", "H", "H", "H", "H", "H", "H", "H", "H", "C", "C", "C", "O", "C", "N", "H", "H", "H", "H", "H", "H", "H", "H", "H", "H", "H", "C", "C", "C", "O", "C", "N", "H", "H", "H", "H", "H", "H", "H", "H", "H", "H", "H", "C", "C", "C", "O", "C", "N", "H", "H", "H", "H", "H", "H", "H", "H", "H", "H", "H", "C", "C", "C", "O", "C", "N", "H", "H", "H", "H", "H", "H", "H", "H", "H", "H", "H", "C", "C", "C", "O", "C", "N", "H", "H", "H", "H", "H", "H", "H", "H", "H", "H", "H"], "positions_angstrom": [[-18.29785, -6.67187, 3.34657], [-18.84746, -5.27163, 3.76853], [-18.11960, -4.13389, 3.09490], [-16.79761, -3.91700, 3.60578], [-16.17820, -2.85319, 2.91179], [-20.26823, -5.22914, 3.36008], [-17.20812, -6.69301, 3.35852], [-18.64241, -6.96047, 2.35355], [-18.71579, -7.39811, 4.04371], [-18.73428, -5.13225, 4.84364], [-18.65942, -3.20994, 3.30225], [-18.07848, -4.26494, 2.01359], [-16.72706, -1.91170, 2.89061], [-15.99662, -3.22119, 1.90198], [-15.19948, -2.61626, 3.32901], [-20.50846, -5.26075, 2.37958], [-20.52499, -4.31872, 3.71408], [-1.90991, -0.38766, 3.03030], [-3.30299, -0.01339, 2.73568], [-4.26701, -0.44170, 3.86235], [-5.58904, -0.08883, 3.37743], [-6.51205, -0.79286, 4.18367], [-3.37789, 1.35849, 2.39181], [-1.27761, -0.44723, 2.14444], [-1.85889, -1.43664, 3.32208], [-1.42435, 0.14298, 3.84929], [-3.61670, -0.55786, 1.84504], [-4.20022, 0.02979, 4.84283], [-4.11076, -1.51852, 3.92670], [-6.39286, -1.87275, 4.09576], [-7.49696, -0.54209, 3.78976], [-6.61233, -0.39685, 5.19422], [-2.78919, 1.78681, 3.09187], [-4.31121, 1.73754, 2.46481], [-12.80173, 4.20730, 8.60549], [-11.50777, 4.69837, 7.94863], [-11.54643, 4.74213, 6.37776], [-11.70923, 3.46636, 5.78769], [-11.33260, 3.44727, 4.38297], [-11.10546, 5.92912, 8.53011], [-12.87187, 3.14274, 8.38214], [-13.69006, 4.72979, 8.25056], [-12.73248, 4.12481, 9.69015], [-10.86102, 3.84645, 8.15852], [-10.68719, 5.35783, 6.11182], [-12.36804, 5.42131, 6.15023], [-11.71327, 2.48876, 4.03018], [-10.24895, 3.43971, 4.26577], [-11.69594, 4.22735, 3.71397], [-11.43623, 5.93881, 9.48436], [-10.15409, 6.26788, 8.54556], [-4.03470, -7.25907, 4.13034], [-4.95875, -8.44765, 4.58251], [-6.09879, -7.95564, 5.47753], [-5.62693, -7.57541, 6.75311], [-6.66754, -6.95202, 7.50371], [-5.53594, -9.13334, 3.46916], [-4.38287, -6.78937, 3.21042], [-3.00820, -7.62047, 4.06893], [-4.18675, -6.52083, 4.91773], [-4.40998, -9.18884, 5.16354], [-6.88013, -8.71558, 5.48838], [-6.63601, -7.13740, 4.99797], [-7.57355, -7.46395, 7.82800], [-6.94233, -6.00289, 7.04355], [-6.23090, -6.63889, 8.45208], [-4.71185, -9.29725, 2.90870], [-6.08647, -8.59125, 2.81866], [-16.62619, -6.76962, 10.01146], [-16.56254, -5.34736, 10.29620], [-15.76909, -4.51274, 9.25053], [-14.41448, -4.85157, 9.09162], [-13.69076, -4.33024, 8.01449], [-17.83521, -4.82810, 10.56540], [-15.65194, -7.24541, 9.89935], [-17.16828, -6.96992, 9.08727], [-17.27198, -7.33932, 10.67966], [-16.06209, -5.15936, 11.24610], [-15.91196, -3.45405, 9.46700], [-16.28187, -4.60895, 8.29350], [-14.03188, -3.36061, 7.65179], [-13.63293, -5.00743, 7.16234], [-12.67702, -4.02784, 8.27714], [-17.84194, -3.97202, 10.02951], [-18.42478, -5.44639, 10.02669], [2.45279, -2.99210, -7.36075], [0.90223, -3.16258, -7.57127], [0.20643, -1.82653, -7.28755], [0.37197, -1.33516, -5.95169], [-0.16012, -2.07115, -4.88284], [0.54903, -3.80191, -8.78741], [2.64161, -2.39968, -6.46549], [2.93221, -2.23340, -7.97933], [2.98951, -3.92900, -7.50993], [0.56406, -3.79428, -6.74987], [-0.87045, -1.76719, -7.44537], [0.71989, -1.13790, -7.95856], [-0.61892, -1.42603, -4.13356], [0.47040, -2.86949, -4.49142], [-0.97974, -2.67367, -5.27435], [0.77380, -4.77197, -8.61841], [1.20136, -3.48757, -9.49152], [0.25110, -3.39980, 10.17354], [-0.26167, -4.56827, 11.10959], [0.36000, -4.42064, 12.48961], [1.77133, -4.51753, 12.66127], [2.22876, -4.56483, 14.03108], [-1.74028, -4.59698, 11.28088], [-0.12013, -3.47131, 9.15120], [1.32920, -3.25676, 10.24665], [-0.15769, -2.47934, 10.59037], [0.02673, -5.48671, 10.59833], [-0.16621, -5.13555, 13.12215], [0.08683, -3.49512, 12.99645], [3.26919, -4.87024, 14.14217], [1.49138, -5.12038, 14.61050], [2.17831, -3.54475, 14.41185], [-1.88162, -5.31922, 11.97260], [-2.20521, -4.97751, 10.46901], [5.48215, 7.84393, -3.79765], [4.42432, 7.37863, -2.76553], [3.86736, 5.99878, -3.02076], [3.05606, 5.45406, -1.91272], [2.51694, 4.18179, -2.24352], [5.14158, 7.32678, -1.50424], [5.62947, 8.91864, -3.69092], [5.09174, 7.72900, -4.80883], [6.36663, 7.20691, -3.79604], [3.60244, 8.08400, -2.64282], [4.68480, 5.28538, -3.12545], [3.25320, 6.05194, -3.91970], [2.05336, 4.28911, -3.22417], [1.72273, 3.95135, -1.53343], [3.16769, 3.34410, -2.49429], [5.32913, 8.30017, -1.31074], [4.50681, 6.93716, -0.82207]], "homo_lumo_gap_ha": 0.3480, "e_homo_ev": -9.09, "smiles": "COC[C@H](C)N.COC[C@H](C)N.COC[C@H](C)N.COC[C@H](C)N.COC[C@H](C)N.COC[C@H](C)N.COC[C@H](C)N.COC[C@H](C)N"}


Pick the most stable structure from those above. Pick: 2